Molecular formula: C16H19BN6PtTe
Method: DFT, ωB97M-V with the def2-TZVPD basis set

* maximum force: 0.0496 Eh/bohr
* DFT total energy: -1361.12584 hartree
* net charge: +2
* frontier orbital gap (spin up / spin down): 8.80 / 4.66 eV
* E_HOMO (spin up / spin down): -14.698 / -15.231 eV
* ⟨S²⟩: 6.017
* multiplicity: 5

Element x y z (Å)
H -0.06375 -2.68935 -1.76865
N -1.54059 -1.39283 -1.01900
B -3.57400 -0.00761 -0.29012
N -2.88134 -1.25016 -0.97808
C -3.37863 -2.26684 -1.69698
Pt -0.32765 -0.29480 0.06922
H -4.43527 -2.38861 -1.82044
C -2.29712 -3.07269 -2.15903
H -2.32890 -3.95138 -2.73257
C -1.12244 -2.46512 -1.71232
H -4.77114 -0.02888 -0.40528
C 1.48840 1.61686 0.59143
H 2.50874 1.74815 0.97838
H 0.92518 1.43776 1.51304
H 1.06681 2.45044 0.03573
N -2.87820 1.22351 -0.93338
N -3.07144 -0.07303 1.18586
N -1.50722 1.32410 -0.88231
N -1.74405 -0.02780 1.47189
C -3.35119 2.29424 -1.57703
C -3.72726 -0.06640 2.35394
H -4.41350 2.34180 -1.68713
H -4.80950 -0.09923 2.34932
C -2.31475 3.08230 -1.95876
C -2.79644 -0.06458 3.40132
C -1.16240 2.45742 -1.51528
C -1.53779 -0.04147 2.80574
H -2.39590 4.00460 -2.50165
H -3.00848 -0.08589 4.44785
H -0.12431 2.77181 -1.61581
H -0.54000 -0.03828 3.21696
H 1.50893 0.78966 -0.09488
Te 1.65943 -1.79786 0.64685
C 3.65136 -1.02308 0.37852
C 4.08628 -0.56345 -0.87040
C 5.39988 -0.08709 -1.00288
C 6.28544 -0.10714 0.08304
C 5.83672 -0.58327 1.32444
C 4.51907 -1.03804 1.48126
H 3.41001 -0.58041 -1.72396
H 5.74041 0.29926 -1.96524
H 7.32276 0.23535 -0.04093
H 6.52987 -0.60714 2.16633
H 4.16397 -1.38486 2.45099



Molecular formula: C4H11NO2
Method: DFT, ωB97M-V with the def2-TZVPD basis set

* maximum force: 0.0369 Eh/bohr
* DFT total energy: -364.19956 hartree
* net charge: 0
* frontier orbital gap: 9.61 eV
* E_HOMO: -8.802 eV
* SMILES: CNC(CO)CO

Element x y z (Å)
C 0.57745 1.02699 -1.98201
N 0.47239 1.02944 -0.52699
C 0.27147 -0.26055 0.09281
C 0.75344 -0.15816 1.53299
O 0.97522 -1.47923 2.09772
C -1.21469 -0.74017 0.11084
O -2.07630 0.40013 0.05323
H 0.90416 2.00275 -2.32168
H -0.31022 0.67874 -2.52500
H 1.33835 0.29745 -2.27375
H -0.27119 1.68156 -0.29383
H 0.94923 -0.97005 -0.38987
H 0.10252 0.35521 2.24460
H 1.72384 0.32541 1.64207
H 1.23337 -2.05038 1.36957
H -1.36532 -1.21116 1.08052
H -1.43739 -1.36623 -0.74855
H -2.62632 0.43823 0.83733



Molecular formula: H22Kr2O11
Method: DFT, ωB97M-V with the def2-TZVPD basis set

* maximum force: 0.0157 Eh/bohr
* DFT total energy: -6348.03933 hartree
* net charge: 0
* frontier orbital gap: 10.12 eV
* E_HOMO: -10.485 eV

Element x y z (Å)
Kr 0.10805 0.13198 -0.30703
Kr 0.70627 2.57926 -3.06010
O 0.07249 -3.80918 -1.01381
H 0.67955 -3.35801 -1.60045
H 0.63667 -4.28956 -0.40787
O -4.05397 -1.20003 0.94366
H -3.72666 -0.70219 0.19449
H -3.57743 -2.02938 0.90736
O -0.26005 -2.72563 2.62275
H -0.92401 -2.22931 3.10134
H 0.56581 -2.29328 2.84014
O 1.52962 3.43606 0.20863
H 0.99329 4.22882 0.21919
H 2.42651 3.75442 0.10640
O -2.90135 0.73403 -1.17589
H -2.60738 1.43507 -1.75758
H -3.01679 1.15967 -0.32635
O 3.41931 -1.23292 0.23245
H 2.94113 -1.60827 -0.50694
H 3.40429 -0.28909 0.07370
O -1.92200 2.61272 1.77619
H -0.99296 2.45721 1.94633
H -2.21549 3.14528 2.51542
O -1.48674 0.16318 -3.56614
H -1.97399 0.04732 -2.75041
H -1.80154 0.99606 -3.91749
O 1.04917 -0.77248 -4.50967
H 1.28877 -1.55961 -4.02054
H 0.33304 -0.38563 -4.00597
O 0.89341 2.00082 2.48528
H 1.73716 1.79327 2.88683
H 1.11408 2.55170 1.73424
O 2.32496 -1.87237 2.88164
H 2.71898 -1.10676 3.29974
H 2.51782 -1.76317 1.95046



Question: DFT total energy of number 1 (C16H19BN6PtTe)?
Answer: -1361.12584 hartree